1.
{"formula": "C36H31BBrNO4S4Tc", "method": "the ωB97M-V functional and the def2-TZVPD basis", "total_energy_ev": -163776.6615, "multiplicity": 4, "e_lumo_ev": [0.31, 0.14], "e_homo_ev": [-6.77, -7.00], "symbols": ["Tc", "S", "C", "C", "C", "C", "C", "C", "S", "C", "C", "C", "C", "C", "C", "C", "S", "C", "C", "C", "C", "C", "C", "S", "N", "H", "H", "H", "H", "H", "H", "H", "H", "H", "H", "H", "H", "H", "H", "H", "C", "C", "C", "C", "C", "C", "C", "C", "O", "B", "O", "C", "C", "H", "H", "H", "H", "H", "H", "H", "H", "H", "H", "H", "H", "Br", "C", "C", "C", "C", "C", "C", "C", "O", "O", "H", "H", "H", "H"], "coordinates": [[-0.708, -0.491, 1.382], [-2.808, 0.808, -0.223], [-2.610, 2.463, 0.263], [-2.856, 3.609, -0.512], [-2.543, 4.893, -0.144], [-2.007, 5.099, 1.124], [-1.819, 4.016, 1.960], [-2.102, 2.730, 1.537], [-2.048, 1.248, 2.531], [-0.903, 1.610, 3.888], [-0.512, 0.282, 4.453], [-0.870, -0.200, 5.678], [-0.149, -1.315, 6.132], [0.679, -1.964, 5.262], [0.865, -1.501, 3.954], [1.686, -2.271, 3.032], [1.182, -2.139, 1.244], [2.428, -1.234, 0.351], [3.572, -1.909, 0.021], [4.499, -1.203, -0.762], [4.281, 0.107, -1.253], [3.153, 0.761, -0.871], [2.163, 0.090, -0.115], [0.781, 0.999, 0.252], [0.291, -0.364, 3.574], [-3.258, 3.486, -1.509], [-2.938, 5.745, -0.703], [-1.916, 6.108, 1.624], [-1.507, 4.265, 3.030], [-1.439, 2.187, 4.618], [-0.026, 2.186, 3.592], [-1.538, 0.309, 6.319], [-0.435, -1.744, 7.038], [1.226, -2.833, 5.572], [1.558, -3.303, 3.334], [2.778, -2.078, 3.189], [3.693, -2.898, 0.417], [5.387, -1.807, -1.065], [5.021, 0.585, -1.887], [2.970, 1.753, -1.229], [2.139, 2.488, -6.435], [2.839, 1.811, -5.217], [3.913, 0.825, -5.802], [3.476, 2.917, -4.414], [1.748, 1.067, -4.439], [1.575, -0.370, -4.527], [0.578, -1.027, -3.733], [-0.316, -0.231, -3.099], [-1.442, -0.530, -2.300], [-1.771, 0.658, -1.694], [-1.149, 1.720, -2.280], [-0.215, 1.159, -3.145], [0.840, 1.808, -3.713], [2.989, 3.179, -6.841], [1.330, 3.138, -6.142], [1.819, 1.823, -7.252], [4.619, 1.359, -6.446], [3.383, 0.113, -6.498], [4.549, 0.262, -5.133], [4.354, 3.268, -4.937], [3.866, 2.602, -3.453], [2.829, 3.789, -4.259], [2.249, -0.994, -5.092], [0.454, -2.162, -3.663], [0.959, 2.857, -3.510], [-7.323, -6.215, 2.935], [-5.743, -5.130, 2.963], [-5.868, -3.781, 2.616], [-4.664, -3.008, 2.390], [-3.433, -3.589, 2.751], [-3.386, -4.910, 3.164], [-4.514, -5.772, 3.164], [-2.135, -2.835, 2.556], [-1.119, -3.263, 3.033], [-2.278, -1.618, 2.063], [-6.843, -3.327, 2.456], [-4.690, -2.012, 2.051], [-2.407, -5.361, 3.455], [-4.431, -6.794, 3.331]], "lowdin_spin": [2.563, 0.046, 0.007, 0.002, 0.003, 0.001, 0.002, 0.003, 0.029, 0.010, 0.023, -0.001, 0.018, -0.001, 0.025, 0.012, 0.032, 0.011, -0.001, 0.013, -0.001, 0.007, -0.001, 0.032, 0.061, 0.000, 0.000, 0.000, 0.000, 0.000, 0.000, 0.000, 0.001, 0.000, 0.001, 0.001, 0.000, 0.001, 0.000, 0.000, 0.000, 0.000, 0.000, 0.000, 0.000, 0.000, 0.000, 0.001, 0.008, 0.013, 0.002, 0.001, 0.000, 0.000, 0.000, 0.000, 0.000, 0.000, 0.000, 0.000, 0.000, 0.000, 0.000, 0.000, 0.000, 0.000, 0.001, 0.000, 0.001, -0.001, 0.001, 0.000, 0.012, 0.011, 0.050, 0.000, 0.000, 0.000, 0.000]}



2.
{"formula": "C36H31Br2Cl2CoF4IN3P", "method": "the ωB97M-V functional and the def2-TZVPD basis", "total_charge": 1, "total_energy_ev": -273315.3716, "multiplicity": 5, "e_lumo_ev": [-2.19, -3.41], "e_homo_ev": [-9.75, -10.34], "symbols": ["Co", "F", "C", "C", "F", "C", "F", "C", "P", "C", "C", "C", "C", "C", "C", "C", "C", "C", "C", "C", "C", "C", "Br", "C", "F", "H", "H", "H", "H", "H", "H", "H", "H", "H", "H", "C", "C", "N", "C", "C", "C", "C", "N", "H", "H", "H", "H", "H", "H", "H", "H", "H", "H", "H", "H", "H", "H", "Cl", "C", "C", "C", "C", "C", "Cl", "C", "N", "H", "H", "H", "Br", "C", "C", "C", "C", "C", "C", "I", "H", "H", "H", "H"], "coordinates": [[-0.079, -0.494, 0.171], [-3.563, 5.464, 1.833], [-3.297, 4.181, 1.659], [-4.131, 3.218, 2.189], [-5.208, 3.583, 2.867], [-3.847, 1.873, 1.994], [-4.731, 1.004, 2.489], [-2.731, 1.451, 1.295], [-2.262, -0.290, 0.990], [-3.018, -1.296, 2.281], [-2.566, -1.137, 3.593], [-3.052, -1.960, 4.597], [-3.968, -2.962, 4.288], [-4.403, -3.131, 2.982], [-3.932, -2.295, 1.975], [-2.993, -0.667, -0.605], [-2.254, -1.689, -1.441], [-2.551, -1.526, -2.903], [-3.641, -0.863, -3.349], [-4.494, -0.179, -2.441], [-4.104, -0.042, -1.095], [-1.908, 2.451, 0.771], [-0.357, 2.064, -0.261], [-2.180, 3.791, 0.938], [-1.390, 4.732, 0.431], [-1.838, -0.367, 3.830], [-2.719, -1.824, 5.618], [-4.344, -3.610, 5.069], [-5.118, -3.908, 2.744], [-4.283, -2.416, 0.957], [-2.696, -2.659, -1.159], [-1.879, -2.016, -3.599], [-3.856, -0.823, -4.409], [-5.389, 0.312, -2.797], [-4.677, 0.619, -0.453], [2.070, -5.070, 4.002], [1.194, -3.876, 4.351], [1.470, -2.689, 3.532], [2.636, -1.881, 3.906], [3.830, -2.028, 2.965], [0.741, -2.379, 2.449], [-0.329, -3.334, 1.999], [0.949, -1.306, 1.730], [1.808, -5.919, 4.634], [3.126, -4.847, 4.165], [1.942, -5.369, 2.961], [1.361, -3.586, 5.389], [0.140, -4.127, 4.271], [2.921, -2.199, 4.906], [2.332, -0.834, 4.000], [4.116, -3.076, 2.874], [4.683, -1.475, 3.360], [3.623, -1.652, 1.963], [-1.114, -3.462, 2.746], [0.113, -4.311, 1.796], [-0.777, -2.965, 1.079], [1.741, -0.758, 2.038], [-1.799, -4.608, -2.115], [-0.234, -3.851, -2.301], [0.720, -4.625, -2.952], [2.029, -4.201, -3.079], [2.382, -2.984, -2.522], [1.410, -2.231, -1.900], [1.931, -0.687, -1.231], [0.048, -2.581, -1.770], [-0.808, -1.686, -1.141], [0.416, -5.587, -3.340], [2.763, -4.815, -3.583], [3.395, -2.606, -2.579], [6.385, 2.060, -1.877], [5.272, 1.234, -3.152], [5.866, 0.341, -4.037], [5.100, -0.306, -4.994], [3.736, -0.062, -5.073], [3.141, 0.827, -4.192], [3.906, 1.477, -3.229], [2.919, 2.781, -1.941], [6.931, 0.163, -3.971], [5.574, -0.995, -5.681], [3.131, -0.558, -5.822], [2.079, 1.025, -4.253]], "lowdin_spin": [2.577, 0.002, 0.005, 0.000, 0.000, 0.007, 0.002, 0.010, 0.075, 0.020, 0.005, 0.000, 0.003, 0.000, 0.006, 0.222, 0.079, 0.224, 0.015, 0.310, 0.015, 0.006, 0.044, 0.001, 0.001, 0.000, 0.000, 0.000, 0.000, 0.001, 0.038, 0.011, -0.005, 0.017, -0.004, 0.000, 0.001, 0.009, 0.001, 0.000, 0.010, -0.001, 0.046, 0.000, 0.000, 0.000, 0.000, 0.000, 0.000, 0.000, 0.000, 0.000, 0.000, 0.000, 0.000, -0.001, 0.004, 0.010, 0.015, -0.002, 0.015, -0.002, 0.015, 0.042, 0.010, 0.138, 0.000, 0.001, 0.000, 0.000, 0.000, 0.000, 0.000, 0.000, 0.000, 0.000, 0.000, 0.000, 0.000, 0.000, 0.000]}



3.
{"formula": "C36H31Br2F4N4OPPb", "method": "the ωB97M-V functional and the def2-TZVPD basis", "total_charge": 4, "total_energy_ev": -211294.6311, "e_lumo_ev": [-13.75, -14.04], "e_homo_ev": [-18.49, -18.50], "symbols": ["Pb", "F", "C", "C", "F", "C", "F", "C", "P", "C", "C", "C", "C", "C", "C", "C", "C", "C", "C", "C", "C", "C", "Br", "C", "F", "H", "H", "H", "H", "H", "H", "H", "H", "H", "H", "Br", "C", "C", "C", "C", "C", "C", "N", "C", "C", "C", "C", "C", "C", "N", "H", "H", "H", "H", "H", "H", "H", "H", "H", "C", "N", "C", "C", "C", "N", "C", "C", "O", "H", "H", "H", "H", "H", "H", "H", "H", "H", "H", "H", "H"], "coordinates": [[0.535, 0.537, -1.177], [2.227, -4.708, 4.028], [1.560, -4.152, 3.055], [0.382, -4.718, 2.596], [-0.075, -5.822, 3.131], [-0.308, -4.107, 1.561], [-1.415, -4.694, 1.129], [0.133, -2.928, 0.959], [-0.899, -2.246, -0.366], [-2.534, -2.084, 0.306], [-2.700, -1.168, 1.368], [-3.914, -1.092, 2.009], [-4.979, -1.894, 1.581], [-4.817, -2.796, 0.526], [-3.611, -2.885, -0.131], [-0.865, -3.351, -1.746], [-1.802, -3.137, -2.781], [-1.875, -4.030, -3.831], [-0.983, -5.101, -3.887], [-0.026, -5.293, -2.885], [0.056, -4.413, -1.827], [1.327, -2.386, 1.445], [2.170, -0.800, 0.783], [2.034, -2.982, 2.467], [3.163, -2.453, 2.903], [-1.870, -0.544, 1.680], [-4.052, -0.416, 2.842], [-5.940, -1.813, 2.073], [-5.632, -3.446, 0.238], [-3.483, -3.613, -0.921], [-2.476, -2.287, -2.745], [-2.617, -3.898, -4.607], [-1.015, -5.779, -4.730], [0.640, -6.145, -2.934], [0.792, -4.571, -1.049], [2.964, 7.748, 0.728], [2.842, 6.089, 0.023], [1.892, 5.167, 0.545], [1.803, 3.926, -0.008], [2.652, 3.549, -1.081], [3.576, 4.490, -1.613], [3.686, 5.733, -1.066], [2.509, 2.244, -1.581], [3.418, 1.754, -2.362], [3.352, 0.448, -2.998], [4.378, 0.096, -3.860], [4.329, -1.137, -4.511], [3.260, -1.966, -4.252], [2.275, -1.548, -3.353], [2.305, -0.373, -2.741], [1.252, 5.463, 1.365], [1.084, 3.210, 0.376], [4.199, 4.257, -2.464], [4.405, 6.443, -1.454], [4.324, 2.314, -2.587], [5.202, 0.778, -4.030], [5.112, -1.429, -5.198], [3.172, -2.930, -4.735], [1.432, -2.194, -3.130], [-2.802, 2.436, -0.002], [-2.201, 2.712, 1.298], [-2.945, 3.658, 2.144], [-2.628, 3.414, 3.601], [-1.130, 3.441, 3.791], [-0.468, 2.545, 2.831], [0.846, 2.058, 3.239], [-1.019, 2.185, 1.661], [-0.422, 1.338, 0.903], [-3.817, 2.059, 0.128], [-2.223, 1.690, -0.535], [-2.858, 3.348, -0.598], [-4.006, 3.511, 1.951], [-2.706, 4.684, 1.853], [-3.024, 2.444, 3.909], [-3.095, 4.177, 4.222], [-0.863, 3.111, 4.794], [-0.741, 4.457, 3.677], [0.764, 1.446, 4.138], [1.497, 2.902, 3.473], [1.290, 1.466, 2.448]], "lowdin_charge": [1.320, 0.222, -0.103, -0.111, 0.209, -0.200, 0.146, -0.297, 1.102, -0.334, -0.072, -0.028, 0.022, -0.007, -0.043, -0.379, -0.086, -0.019, 0.015, -0.018, -0.066, -0.493, 0.902, -0.251, 0.122, 0.095, 0.122, 0.136, 0.136, 0.116, 0.120, 0.133, 0.136, 0.133, 0.119, 1.168, -0.632, -0.046, 0.024, -0.174, 0.038, -0.033, 0.019, -0.018, -0.258, 0.056, 0.032, 0.028, -0.084, -0.057, 0.125, 0.089, 0.130, 0.139, 0.138, 0.143, 0.145, 0.137, 0.106, -0.010, -0.059, -0.121, -0.129, -0.123, -0.061, -0.012, -0.475, -0.339, 0.105, 0.042, 0.108, 0.136, 0.140, 0.127, 0.140, 0.138, 0.134, 0.109, 0.103, 0.033]}